[1]
{"formula": "C3H10N2O", "method": "ωB97M-V/def2-TZVPD", "elements": ["H", "O", "N", "N", "C", "C", "H", "H", "H", "H", "H", "H", "H", "H", "H", "C"], "xyz": [[0.573, -0.017, -2.280], [-4.060, 1.470, -1.695], [0.302, 1.399, -0.808], [1.035, -0.803, -0.446], [1.022, -0.668, 0.989], [1.873, -1.750, 1.640], [-0.096, 2.062, -1.448], [2.337, -1.406, 2.563], [0.074, 1.552, 0.158], [-4.953, 1.325, -2.022], [1.348, 0.321, 1.332], [2.729, -1.927, 0.995], [-0.013, -0.759, 1.338], [1.378, -2.715, 1.685], [-4.174, 1.800, -0.801], [0.625, 0.116, -1.202]], "charge": 0, "e_homo_ev": -8.917, "smiles": "CC/N=C\\N.O", "total_energy_ha": -305.034522, "homo_lumo_gap_ev": 9.60, "de_lowest_kcal_mol": 25.2, "lumo_ev": 0.6824}

[2]
{"formula": "C3H10N2O", "method": "ωB97M-V/def2-TZVPD", "elements": ["H", "C", "O", "H", "C", "C", "H", "H", "H", "H", "H", "H", "H", "N", "H", "N"], "xyz": [[1.165, -1.183, 1.438], [-2.888, 0.237, -2.085], [1.861, -1.489, 1.987], [2.467, 0.765, 0.270], [2.272, 0.848, 1.340], [2.766, -0.424, 2.107], [2.880, -0.022, 3.114], [2.745, 1.768, 1.681], [1.200, 0.977, 1.518], [-3.428, -1.637, -2.120], [-1.518, 0.949, -3.128], [-3.069, 1.260, -1.749], [3.743, -0.693, 1.696], [-3.622, -0.828, -1.551], [-4.616, -0.585, -1.585], [-1.959, 0.058, -2.934]], "charge": 0, "e_homo_ev": -9.921, "smiles": "[H]/N=C/N.CCO", "total_energy_ha": -305.020326, "homo_lumo_gap_ev": 10.72, "de_lowest_kcal_mol": 34.1, "lumo_ev": 0.7994}

[3]
{"formula": "C3H10N2O", "method": "ωB97M-V/def2-TZVPD", "elements": ["O", "H", "H", "H", "C", "H", "H", "C", "H", "C", "N", "H", "N", "H", "H", "H"], "xyz": [[-1.830, -1.234, 0.926], [2.058, -0.201, -2.835], [-2.075, -0.724, 2.757], [5.534, 0.213, -1.570], [3.765, 0.042, -1.604], [-3.628, 1.222, 2.148], [-1.449, 0.569, 1.642], [-2.196, -0.302, 1.805], [-4.298, -0.331, 2.405], [-3.638, 0.269, 1.760], [4.822, 0.851, -1.459], [3.367, -0.816, -0.972], [2.883, 0.271, -2.692], [-4.250, 0.293, 0.937], [3.433, 0.957, -3.403], [-2.497, -1.077, 0.154]], "charge": 0, "e_homo_ev": -8.445, "smiles": "[H]/N=C/N.CCO", "total_energy_ha": -304.929092, "homo_lumo_gap_ev": 9.13, "de_lowest_kcal_mol": 91.3, "lumo_ev": 0.6858}

[4]
{"formula": "C3H10N2O", "method": "ωB97M-V/def2-TZVPD", "elements": ["O", "H", "H", "H", "H", "C", "N", "H", "H", "C", "H", "H", "C", "N", "H", "H"], "xyz": [[-2.043, 1.679, 0.804], [1.671, -0.805, 0.512], [-0.723, -0.727, 2.327], [-0.847, 0.922, 2.881], [1.167, 1.034, -1.710], [0.077, -0.829, -1.638], [-0.876, 0.247, 2.131], [-1.663, -0.341, 0.262], [2.465, 0.593, 0.198], [-1.444, 0.636, 0.947], [-0.594, -0.460, -2.407], [-0.038, 0.750, -0.210], [0.837, 0.281, -0.994], [1.955, -0.171, -0.227], [-0.655, -1.200, -0.825], [0.709, -1.608, -2.054]], "charge": 0, "e_homo_ev": -9.019, "smiles": "NC=O.CCN", "total_energy_ha": -305.009329, "homo_lumo_gap_ev": 9.83, "de_lowest_kcal_mol": 41.0, "lumo_ev": 0.8117}

[5]
{"formula": "C3H10N2O", "method": "ωB97M-V/def2-TZVPD", "elements": ["H", "H", "H", "O", "H", "N", "H", "C", "H", "H", "H", "N", "H", "C", "C", "H"], "xyz": [[0.615, 0.345, -0.420], [0.571, 3.910, -1.586], [-1.560, -0.888, 0.036], [-0.717, -1.320, -0.117], [0.212, 3.213, 0.099], [-1.190, -1.849, 2.192], [0.444, -2.660, 1.086], [0.690, 3.112, -0.856], [-1.246, -0.882, 2.474], [-0.677, -2.380, 2.882], [1.080, 0.029, -1.994], [1.084, 0.683, -1.239], [1.292, 2.096, -2.599], [-0.561, -2.260, 0.931], [1.083, 2.007, -1.527], [-1.120, -3.155, 0.639]], "charge": 0, "e_homo_ev": -7.790, "smiles": "C=CN.NCO", "total_energy_ha": -304.988762, "homo_lumo_gap_ev": 8.55, "de_lowest_kcal_mol": 53.9, "lumo_ev": 0.7554}

[6]
{"formula": "C3H10N2O", "method": "ωB97M-V/def2-TZVPD", "elements": ["C", "H", "H", "H", "H", "C", "H", "N", "C", "H", "H", "H", "O", "N", "H", "H"], "xyz": [[2.321, 1.390, 0.874], [0.330, 1.695, 1.340], [-2.504, 0.026, -0.404], [-0.236, -0.185, 0.053], [0.003, -1.322, -1.058], [1.297, 2.143, 1.249], [3.072, -0.173, 0.061], [-2.500, -2.013, -0.618], [-1.961, -0.698, -1.007], [3.319, 1.757, 1.087], [-2.183, -0.553, -2.066], [-1.868, -2.714, -0.992], [2.229, 0.107, 0.438], [-0.539, -0.491, -0.862], [-2.381, -2.106, 0.386], [1.601, 3.137, 1.519]], "charge": 0, "e_homo_ev": -8.854, "smiles": "C=CO.NCN", "total_energy_ha": -305.001402, "homo_lumo_gap_ev": 9.55, "de_lowest_kcal_mol": 46.0, "lumo_ev": 0.6987}